Molecular formula: C29H19BrIN8O2Pd
Method: DFT, ωB97M-V/def2-TZVPD

```
! RIJCOSX wB97M-V def2-TZVPD def2/J DEFGRID3
* xyz 3 5
Pd 14.885 13.052 7.529
C 11.669 16.847 7.496
C 12.640 16.093 8.106
N 12.734 14.774 7.947
C 11.804 14.160 7.257
C 10.796 14.913 6.612
N 10.741 16.206 6.785
C 11.892 12.689 7.150
C 10.749 11.876 6.983
C 10.903 10.488 6.877
C 12.179 9.940 6.922
C 13.285 10.765 7.023
N 13.112 12.097 7.247
C 14.681 10.276 6.948
C 15.192 9.003 6.757
N 16.509 8.798 6.665
C 17.391 9.818 6.631
C 16.898 11.100 6.898
N 15.605 11.252 7.119
C 9.727 9.594 6.898
C 9.881 8.195 6.778
C 8.759 7.367 6.797
N 7.521 7.835 7.051
C 7.343 9.191 7.099
C 8.413 10.076 7.044
H 11.535 17.947 7.558
H 13.396 16.552 8.732
H 10.032 14.488 5.926
H 9.761 12.389 6.955
H 12.295 8.848 6.972
H 14.568 8.122 6.600
H 18.444 9.578 6.538
H 17.553 11.976 6.908
H 10.866 7.752 6.676
H 8.870 6.311 6.590
H 6.295 9.564 7.189
H 8.187 11.144 7.162
Br 12.443 13.029 10.633
C 14.344 13.199 10.693
C 14.805 13.078 11.997
C 16.155 13.135 12.312
C 17.066 13.276 11.240
C 16.570 13.359 9.940
N 15.218 13.257 9.673
C 17.426 13.563 8.780
O 18.668 13.500 8.839
O 16.775 13.798 7.638
H 14.110 12.993 12.830
H 16.485 13.044 13.354
H 18.123 13.477 11.321
I 15.141 14.979 4.626
C 15.777 16.580 5.889
C 16.398 17.682 5.312
C 17.009 18.583 6.179
C 17.039 18.355 7.542
C 16.382 17.208 7.979
N 15.628 16.440 7.207
H 16.469 17.724 4.252
H 17.427 19.472 5.745
H 17.496 18.999 8.280
H 16.349 16.997 9.035
*
```

Computed properties:
E_tot   -127987.737 eV
E_HOMO (alpha / beta)   -15.8 / -15.8 eV
Strongest force on any atom   5.12 eV/A
⟨S²⟩   6.025
ΔE to the lowest compared entry with this formula, charge and spin   26.9 kcal/mol



Molecular formula: C29H19Cl5F4N4O5PbSe
Method: DFT, ωB97M-V/def2-TZVPD

```
! RIJCOSX wB97M-V def2-TZVPD def2/J DEFGRID3
* xyz -2 1
Pb 0.095 0.008 -0.367
C -1.402 -2.952 1.240
N -0.280 -2.104 1.589
C -0.370 -1.651 2.961
C 0.981 -2.771 1.315
C 2.228 -1.934 1.639
N 2.044 -0.525 1.388
C 3.049 0.293 1.610
C 2.826 1.708 1.576
F 1.547 2.147 1.423
C 3.814 2.643 1.736
F 3.501 3.965 1.700
C 5.137 2.291 1.976
C 5.393 0.934 2.063
F 6.676 0.537 2.311
C 4.417 -0.023 1.912
F 4.832 -1.323 2.062
H -1.475 -3.842 1.891
H -2.325 -2.380 1.310
H -1.302 -3.289 0.210
H -0.287 -2.485 3.682
H 0.422 -0.930 3.150
H -1.327 -1.156 3.116
H 1.063 -3.721 1.883
H 0.992 -3.009 0.249
H 2.492 -2.085 2.700
H 3.047 -2.361 1.044
H 5.913 3.027 2.082
O -2.992 -3.676 -4.964
C -2.471 -2.913 -4.157
C -1.140 -2.252 -4.291
O -0.410 -2.249 -5.293
C -0.882 -1.629 -3.013
C -2.031 -1.686 -2.167
O -2.112 -1.130 -1.036
C -3.046 -2.519 -2.828
O -4.138 -2.864 -2.381
O 0.231 -1.085 -2.642
Cl -1.809 1.460 1.975
C -1.894 2.529 0.634
C -1.200 2.177 -0.521
C -1.323 3.073 -1.576
Cl -0.563 2.723 -3.081
C -2.043 4.262 -1.493
Cl -2.121 5.360 -2.820
C -2.718 4.568 -0.319
Cl -3.635 6.020 -0.198
C -2.651 3.688 0.755
Cl -3.515 4.049 2.199
C 3.128 3.708 -3.800
N 2.650 2.425 -4.228
C 2.209 1.434 -3.400
Se 2.480 1.379 -1.591
N 1.625 0.477 -4.131
C 1.641 0.845 -5.447
C 1.142 0.221 -6.579
C 1.369 0.850 -7.791
C 2.068 2.053 -7.870
C 2.549 2.695 -6.740
C 2.320 2.079 -5.519
H 3.332 3.654 -2.730
H 2.363 4.468 -3.979
H 4.039 3.982 -4.334
H 1.081 -0.313 -3.667
H 0.598 -0.707 -6.483
H 0.999 0.396 -8.698
H 2.237 2.505 -8.838
H 3.086 3.630 -6.815
*
```

Computed properties:
E_tot   -190657.696 eV
E_HOMO   -2.1 eV
Strongest force on any atom   1.32 eV/A
ΔE to the lowest compared entry with this formula, charge and spin   0.0 kcal/mol



Molecular formula: C29H19ClN8O6PdS
Method: DFT, ωB97M-V/def2-TZVPD

```
! RIJCOSX wB97M-V def2-TZVPD def2/J DEFGRID3
* xyz 2 5
Pd -0.498 0.947 0.053
O 0.147 0.921 4.102
C 0.247 0.937 2.906
O -0.780 0.677 2.110
C 1.536 1.275 2.204
C 2.591 1.848 2.887
C 3.753 2.120 2.188
C 3.829 1.788 0.843
C 2.729 1.220 0.232
N 1.604 0.964 0.906
H 2.478 2.058 3.941
H 4.595 2.584 2.685
H 4.725 1.973 0.268
H 2.750 0.947 -0.815
S -6.411 1.624 -4.714
N -4.887 1.235 -5.048
C -4.251 1.151 -3.893
C -2.866 0.843 -3.703
C -1.967 0.634 -4.755
C -0.648 0.371 -4.448
C -0.274 0.319 -3.112
N -1.132 0.512 -2.106
C -2.398 0.786 -2.384
C -3.293 1.071 -1.235
N -2.750 1.040 -0.033
C -3.486 1.363 1.040
C -4.833 1.712 0.952
C -5.428 1.731 -0.287
C -4.649 1.406 -1.415
C -5.139 1.432 -2.742
N -6.386 1.710 -3.125
H -2.315 0.687 -5.778
H 0.091 0.215 -5.220
H 0.752 0.116 -2.833
H -2.960 1.337 1.989
H -5.381 1.967 1.847
H -6.469 1.998 -0.416
O -1.577 3.523 -1.286
Cl -0.309 3.622 -0.619
O 0.274 4.894 -0.708
O -0.462 3.179 0.784
O 0.604 2.582 -1.197
C -1.169 -3.263 1.195
C -1.321 -1.944 0.821
N -0.360 -1.291 0.159
C 0.781 -1.919 -0.129
C 1.020 -3.241 0.214
C 0.011 -3.918 0.888
C 2.285 -3.904 -0.189
C 3.485 -3.758 0.365
C 3.847 -2.946 1.544
C 5.183 -2.778 1.874
C 5.468 -2.013 2.993
N 4.512 -1.477 3.747
C 3.264 -1.727 3.360
N 2.872 -2.411 2.291
H -1.964 -3.763 1.731
H -2.218 -1.393 1.062
H 1.540 -1.350 -0.650
H 0.161 -4.948 1.185
H 2.197 -4.582 -1.031
H 4.307 -4.312 -0.074
H 5.970 -3.229 1.286
H 6.491 -1.828 3.299
H 2.478 -1.325 3.991
*
```

Computed properties:
E_tot   -81398.994 eV
E_HOMO (alpha / beta)   -13.8 / -13.8 eV
Strongest force on any atom   1.33 eV/A
⟨S²⟩   6.045
ΔE to the lowest compared entry with this formula, charge and spin   24.1 kcal/mol